Molecular formula: C29H38F3N5O6P4S
Method: DFT, ωB97M-V/def2-TZVPD

XYZ file:
```
86
Properties=species:S:1:pos:R:3
S -3.824 2.754 4.957
P -4.704 1.920 0.005
P -2.198 -0.206 3.231
P -3.442 0.711 1.485
P -1.206 -2.092 2.780
F -5.252 -4.547 1.476
F -4.975 -1.545 -0.324
F -4.569 -4.217 -0.579
O -3.627 3.031 -0.543
O -5.687 2.784 1.000
O -1.935 -2.894 1.604
O -1.167 -2.869 4.028
O 0.289 -1.874 2.213
O 2.573 0.956 0.022
N -2.939 -3.126 -5.721
N 4.742 -5.135 1.573
N 0.946 3.792 -2.608
N -3.090 2.370 2.307
N 4.970 5.730 1.017
C 2.155 -4.882 2.584
C -3.613 -2.830 -4.613
C 2.612 -4.040 1.581
C 3.643 3.830 -3.306
C 2.822 2.795 -3.722
C 3.907 -4.208 1.112
C 5.769 6.714 1.424
C -4.962 -2.350 0.761
C -4.934 -3.656 0.562
C -3.832 -3.731 -3.580
C 4.291 -5.936 2.537
C -2.621 -5.339 -4.856
C 5.519 4.763 0.284
C -1.118 1.113 -0.009
C -3.324 -5.013 -3.708
C 1.749 4.780 -2.216
C 0.215 0.375 -0.246
C -3.357 2.521 3.476
C 3.096 4.845 -2.537
C 1.488 2.827 -3.348
C 1.312 0.892 0.687
C 7.678 5.767 0.361
C -2.457 -4.362 -5.828
C 6.860 4.734 -0.069
C 7.121 6.780 1.125
C 3.015 -5.853 3.073
C -4.939 -1.703 2.114
C -2.365 0.189 0.081
C -4.975 -0.174 2.030
H -1.411 -2.982 0.797
H 1.388 0.257 1.570
H -2.940 0.345 -0.836
H -4.115 -2.094 2.709
H 3.701 5.671 -2.187
H 3.237 0.504 0.547
H 3.204 1.978 -4.318
H 0.812 2.034 -3.651
H -5.184 3.224 1.702
H 7.720 7.607 1.482
H 4.845 3.975 -0.036
H 4.992 -6.682 2.897
H -1.069 0.632 3.302
H 5.298 7.488 2.021
H 0.573 0.587 -1.255
H 2.704 -6.533 3.855
H -3.998 -1.817 -4.549
H -5.780 0.107 1.350
H 4.296 -3.569 0.327
H 1.058 1.909 0.998
H -4.386 -3.431 -2.705
H -1.281 1.782 -0.851
H -2.207 -6.328 -5.000
H -1.032 1.759 0.865
H 7.250 3.922 -0.667
H -2.107 -0.867 0.084
H 4.692 3.845 -3.573
H 1.976 -3.270 1.168
H 0.872 -1.996 2.978
H -3.568 3.811 0.023
H 1.150 -4.783 2.977
H 1.289 5.553 -1.611
H -5.851 -2.005 2.639
H 8.730 5.782 0.106
H 0.116 -0.709 -0.180
H -5.250 0.225 3.009
H -1.910 -4.579 -6.740
H -3.475 -5.746 -2.925
```

SMILES: O=P(O)(O)PP(CCCCO)(CCC(F)=C(F)F)(N=C=S)P(O)O.c1ccncc1.c1ccncc1.c1ccncc1.c1ccncc1
total charge: 0
LUMO level: -0.5 eV
E_HOMO: -7.81 eV
gap between HOMO and LUMO: 7.4 eV

***

Molecular formula: C66H138B4F19N8O10
Method: DFT, ωB97M-V/def2-TZVPD

XYZ file:
```
245
Properties=species:S:1:pos:R:3
F -24.977 -17.602 -6.343
F -24.174 -17.161 -4.354
F -19.439 -17.971 -9.585
F -22.067 -17.103 -15.714
F -22.348 -16.453 -13.468
F -25.444 -15.596 -5.340
F -25.412 -21.496 -11.069
F -23.131 -21.751 -13.130
F -20.788 -17.983 -14.008
F -24.532 -23.117 -9.772
F -22.545 -23.534 -14.307
F -26.531 -22.030 -9.130
F -26.456 -23.609 -10.813
F -21.509 -22.978 -12.455
F -23.370 -16.102 -6.099
F -21.145 -21.803 -14.346
F -19.007 -19.447 -11.034
F -17.757 -19.348 -9.273
F -20.495 -15.778 -14.649
O -22.659 -18.823 -17.673
O -27.711 -17.957 -7.723
O -17.863 -16.114 -2.911
O -16.151 -18.345 -11.171
O -21.524 -15.029 -10.113
O -25.332 -19.326 -8.856
O -20.878 -26.339 -12.163
O -27.124 -22.436 -13.561
O -17.902 -17.164 -11.982
O -16.952 -18.856 -17.835
N -17.180 -19.234 -16.658
N -24.968 -23.774 -13.041
N -24.402 -19.030 -9.420
N -28.499 -18.345 -6.873
N -19.032 -15.808 -3.135
N -23.541 -18.026 -17.367
N -19.370 -14.799 -12.119
N -20.189 -25.556 -11.573
C -17.785 -20.072 -14.048
C -15.251 -17.813 -15.971
C -19.848 -16.739 -4.041
C -26.042 -24.578 -13.651
C -19.404 -18.145 -3.651
C -14.961 -17.622 -10.688
C -18.093 -20.392 -16.554
C -19.961 -23.909 -9.719
C -18.297 -13.685 -2.251
C -24.622 -18.274 -10.781
C -17.577 -21.389 -17.682
C -23.971 -15.557 -17.079
C -26.003 -25.980 -13.030
C -19.518 -14.508 -2.575
C -17.397 -17.655 -10.861
C -29.039 -19.701 -7.186
C -22.124 -25.109 -10.212
C -20.564 -25.244 -10.173
C -21.412 -14.086 -11.140
C -18.504 -23.784 -11.698
C -23.438 -16.636 -17.990
C -20.158 -12.481 -12.434
C -29.181 -20.022 -8.711
C -18.396 -18.617 -10.205
C -24.557 -18.465 -16.372
C -23.885 -19.551 -15.533
C -21.315 -16.256 -3.771
C -20.149 -26.422 -9.306
C -26.092 -18.381 -11.106
C -22.278 -19.035 -11.283
C -24.287 -16.748 -10.660
C -30.465 -19.825 -6.613
C -25.242 -15.982 -16.335
C -19.312 -16.380 -5.430
C -18.952 -25.077 -12.248
C -17.975 -26.231 -11.829
C -22.019 -16.383 -18.585
C -28.882 -17.405 -5.791
C -24.929 -17.296 -15.507
C -17.929 -20.986 -15.234
C -22.402 -18.048 -8.388
C -24.370 -16.796 -19.185
C -18.585 -23.636 -10.188
C -23.008 -19.322 -8.916
C -19.469 -19.899 -16.975
C -28.685 -15.981 -6.205
C -22.259 -19.978 -10.111
C -30.273 -17.735 -5.276
C -19.974 -13.694 -11.483
C -17.616 -17.156 -15.433
C -16.535 -19.277 -14.329
C -27.387 -23.826 -13.565
C -25.752 -19.058 -17.230
C -23.738 -18.933 -11.797
C -23.220 -20.338 -7.834
C -16.632 -18.408 -15.594
C -13.765 -18.483 -10.784
C -27.810 -17.667 -4.666
C -20.380 -13.890 -3.686
C -30.652 -19.160 -5.237
C -28.016 -20.572 -6.538
C -21.128 -14.572 -8.831
C -21.574 -14.790 -4.037
C -20.107 -14.988 -1.261
C -28.141 -21.606 -13.092
C -19.059 -25.011 -13.727
B -24.481 -16.575 -5.527
B -21.395 -16.834 -14.444
B -25.796 -22.478 -10.196
B -22.067 -22.432 -13.579
H -13.881 -19.267 -9.978
H -17.618 -26.195 -10.808
H -29.305 -15.452 -5.480
H -21.857 -14.572 -12.029
H -26.881 -26.476 -13.398
H -22.513 -26.105 -10.325
H -18.461 -27.239 -11.961
H -25.495 -19.547 -18.200
H -21.662 -19.501 -12.067
H -17.539 -16.428 -16.241
H -17.783 -13.360 -3.175
H -23.250 -15.265 -16.319
H -21.929 -18.363 -7.450
H -24.798 -16.179 -9.859
H -17.263 -16.784 -14.439
H -20.041 -14.447 -8.801
H -26.072 -17.817 -12.039
H -15.642 -19.899 -14.405
H -21.803 -14.741 -5.101
H -19.131 -12.086 -12.718
H -20.112 -20.759 -17.212
H -29.789 -20.926 -8.725
H -27.861 -24.213 -12.664
H -12.895 -17.913 -10.648
H -13.691 -19.019 -11.788
H -21.577 -16.454 -2.742
H -24.218 -17.096 -14.707
H -26.767 -17.722 -5.132
H -24.257 -17.764 -19.749
H -24.041 -15.929 -19.795
H -26.314 -19.445 -11.190
H -19.688 -13.630 -4.540
H -28.351 -21.592 -6.731
H -22.010 -16.805 -4.344
H -21.515 -15.273 -8.100
H -22.410 -24.450 -11.031
H -30.189 -17.326 -4.274
H -18.745 -12.794 -1.781
H -18.252 -16.632 -5.505
H -31.026 -17.143 -5.807
H -26.998 -20.454 -6.987
H -26.713 -17.743 -10.424
H -24.100 -19.893 -12.186
H -17.681 -20.943 -18.663
H -25.846 -17.567 -15.002
H -24.499 -19.979 -14.764
H -25.605 -15.193 -15.658
H -20.008 -24.033 -8.598
H -20.677 -11.626 -11.974
H -22.503 -14.422 -3.561
H -25.062 -26.522 -13.265
H -27.999 -20.509 -5.417
H -23.747 -18.274 -12.655
H -17.996 -24.967 -13.927
H -19.602 -15.471 -5.894
H -18.394 -22.585 -10.033
H -22.257 -20.712 -7.460
H -17.047 -26.314 -12.438
H -24.041 -23.944 -13.518
H -26.048 -25.879 -11.942
H -20.651 -23.117 -10.091
H -23.133 -17.298 -8.042
H -14.847 -16.676 -11.284
H -22.862 -20.877 -10.243
H -21.863 -18.049 -11.091
H -24.889 -23.918 -12.022
H -22.958 -19.175 -15.055
H -27.688 -20.603 -12.924
H -27.622 -15.734 -6.151
H -28.521 -22.034 -12.156
H -26.133 -16.202 -16.941
H -18.672 -17.397 -15.324
H -17.626 -14.227 -1.520
H -16.525 -21.521 -17.570
H -18.338 -18.315 -3.757
H -18.719 -19.458 -13.926
H -26.308 -19.832 -16.598
H -29.158 -15.738 -7.150
H -19.504 -25.873 -14.211
H -22.097 -15.336 -18.839
H -20.227 -27.396 -9.723
H -27.879 -18.637 -4.075
H -20.766 -12.929 -3.206
H -19.934 -14.282 -0.448
H -19.553 -18.297 -2.619
H -24.133 -14.766 -17.816
H -30.813 -20.864 -6.598
H -25.420 -16.646 -18.956
H -18.070 -22.353 -17.536
H -19.973 -19.303 -16.235
H -19.497 -24.084 -13.949
H -21.299 -20.301 -9.730
H -19.886 -18.827 -4.218
H -23.200 -16.573 -10.520
H -16.983 -21.507 -15.311
H -23.609 -20.455 -16.120
H -27.813 -16.788 -3.987
H -18.829 -14.479 -12.911
H -28.927 -21.620 -13.868
H -17.682 -20.708 -13.160
H -23.789 -21.227 -8.136
H -30.118 -19.671 -4.443
H -15.132 -17.305 -9.662
H -25.235 -22.760 -13.070
H -21.182 -15.207 -1.391
H -18.762 -21.713 -15.202
H -19.026 -22.920 -12.167
H -15.115 -17.049 -15.293
H -19.816 -17.130 -6.094
H -26.583 -18.415 -17.516
H -20.048 -15.363 -12.600
H -17.823 -24.295 -9.748
H -17.454 -23.680 -12.055
H -31.719 -19.199 -4.900
H -19.389 -13.439 -10.543
H -25.835 -24.602 -14.747
H -28.012 -24.122 -14.431
H -29.686 -19.195 -9.272
H -15.254 -17.352 -16.919
H -19.117 -26.422 -8.959
H -21.592 -17.694 -9.037
H -22.414 -24.700 -9.271
H -21.805 -16.941 -19.517
H -22.000 -13.140 -10.938
H -23.665 -19.805 -6.984
H -21.585 -13.598 -8.553
H -24.562 -16.421 -11.666
H -20.754 -26.333 -8.385
H -21.203 -16.419 -17.851
H -19.428 -19.350 -17.928
H -18.545 -16.291 -11.938
H -14.415 -18.487 -15.850
H -20.687 -12.941 -13.264
H -19.570 -15.862 -0.917
H -31.222 -19.352 -7.294
H -16.312 -18.561 -13.577
H -28.236 -20.219 -9.200
H -17.135 -16.898 -10.124
```

total charge: +3
LUMO level: -7.7 eV
E_HOMO: -14.25 eV
gap between HOMO and LUMO: 6.6 eV

***

Molecular formula: C4H20N3O4S
Method: DFT, ωB97M-V/def2-TZVPD

XYZ file:
```
32
Properties=species:S:1:pos:R:3
S 0.152 2.486 -1.625
O 0.813 2.109 2.302
O -1.648 3.145 0.673
O 1.024 -3.057 1.204
O -0.945 -0.111 2.564
N 2.814 -0.414 0.730
N -2.100 -1.602 -1.056
N 0.619 -0.521 -0.387
C 0.037 -0.412 -1.722
C -0.923 -1.620 -1.892
C 1.888 0.234 -0.173
C -0.751 0.899 -1.820
H -1.460 0.912 -0.998
H 2.371 -0.782 1.552
H -2.014 -1.867 -0.093
H 0.912 -2.125 0.913
H 1.522 2.290 1.677
H -0.868 -0.595 3.396
H 0.161 -3.465 1.109
H -0.635 0.757 2.884
H 3.406 -1.068 0.252
H 0.826 -0.418 -2.461
H -0.330 -2.476 -1.611
H -1.060 3.173 -0.146
H -0.003 -0.183 0.341
H -2.310 2.474 0.479
H -2.772 -0.897 -1.290
H 1.627 1.238 0.135
H -0.011 2.386 1.872
H 2.315 0.289 -1.169
H -1.413 0.878 -2.699
H -1.245 -1.657 -2.938
```

total charge: -1
LUMO level: 3.1 eV
E_HOMO: -3.35 eV
gap between HOMO and LUMO: 6.4 eV
relative energy (zero: lowest compared OMol25 entry of this formula, charge and spin): 18.2 kJ/mol

***

Molecular formula: C14H17NO4
Method: DFT, ωB97M-V/def2-TZVPD

XYZ file:
```
36
Properties=species:S:1:pos:R:3
O 3.462 1.561 -1.631
O -1.352 -3.083 -1.620
O -2.227 -0.721 0.786
O -2.397 -2.533 2.110
N 0.980 -1.733 -1.515
C -0.398 0.379 2.745
C 1.453 0.417 -1.298
C -2.594 -1.494 -0.347
C 2.310 1.602 -1.245
C -2.113 -1.373 1.960
C 1.742 2.872 -0.658
C 0.054 0.256 -1.089
C -0.952 1.343 -0.938
C -1.371 -1.970 -1.127
C 1.984 -0.856 -1.564
C -1.735 0.998 2.947
C -0.210 -1.106 -1.210
C -1.593 -0.499 3.036
C 3.378 -1.257 -1.847
H 4.054 -0.809 -1.121
H 1.011 3.304 -1.337
H 0.345 0.476 3.521
H 0.008 0.338 1.746
H 2.552 3.584 -0.521
H -3.231 -0.870 -0.980
H -1.649 -0.970 4.008
H 3.681 -0.882 -2.824
H 1.262 2.676 0.297
H -0.819 2.079 -1.729
H -3.154 -2.381 -0.029
H -0.849 1.854 0.017
H 1.030 -2.730 -1.668
H 3.478 -2.340 -1.829
H -1.958 0.948 -1.003
H -2.255 1.391 2.088
H -1.927 1.531 3.866
```

SMILES: CC(=O)c1c(C)[nH]c(C(=O)COC(=O)C2CC2)c1C
total charge: 0
LUMO level: 0.4 eV
E_HOMO: -8.69 eV
gap between HOMO and LUMO: 9.1 eV
relative energy (zero: lowest compared OMol25 entry of this formula, charge and spin): 135.3 kJ/mol

***

Molecular formula: C2H11N2
Method: DFT, ωB97M-V/def2-TZVPD

XYZ file:
```
15
Properties=species:S:1:pos:R:3
N -0.561 2.247 0.887
N 0.337 -0.294 -0.428
C 0.861 -1.070 0.753
C -0.549 -1.221 -1.338
H -0.685 3.191 0.437
H -0.279 0.492 -0.123
H 0.004 -1.554 1.194
H 1.019 0.031 -1.115
H -0.229 -0.987 -2.332
H 0.279 2.401 1.477
H 1.504 -1.859 0.355
H -1.627 -1.095 -1.283
H -1.444 2.279 1.443
H -0.334 -2.258 -1.076
H 1.469 -0.440 1.407
```

multiplicity: 2
total charge: +2
LUMO level (spin up / spin down): -8.4 / -15.8 eV
E_HOMO (spin up / spin down): -22.38 / -22.37 eV
gap between HOMO and LUMO (spin up / spin down): 14.0 / 6.6 eV
relative energy (zero: lowest compared OMol25 entry of this formula, charge and spin): 66.0 kJ/mol

***

Molecular formula: C23H13BaCl6N3O14
Method: DFT, ωB97M-V/def2-TZVPD

XYZ file:
```
60
Properties=species:S:1:pos:R:3
Ba 0.171 0.137 0.763
Cl 0.783 6.016 -2.379
Cl -2.116 2.719 4.774
Cl 4.555 -5.227 -0.125
Cl 0.468 2.538 3.382
Cl 2.463 3.661 -2.393
Cl -0.310 3.487 -3.258
O -1.523 0.393 -2.180
O -1.284 -1.002 2.759
O -1.132 -1.808 -0.597
O -2.225 1.376 1.237
O 6.161 -2.088 2.920
O -3.124 -3.096 1.764
O 4.514 -0.214 2.881
O 2.568 0.271 1.893
O 1.842 0.038 -3.304
O -3.219 -2.527 -0.937
O 0.983 1.121 -1.529
O -5.784 -1.756 1.553
O 6.408 -4.086 1.998
O -5.038 0.971 0.625
N 2.851 -3.185 -0.061
N 0.021 3.918 0.325
N 2.604 -1.986 0.488
C 0.918 0.405 -2.564
C 5.758 -3.072 2.150
C 3.980 -3.728 0.443
C -4.687 -1.234 1.595
C -4.324 0.174 1.218
C 0.825 4.239 -2.137
C 1.048 -3.390 -3.265
C -2.224 -1.673 -1.112
C 0.450 -5.295 -1.922
C -1.174 3.214 3.353
C 3.553 -0.455 2.113
C 0.332 -4.567 -3.099
C -2.592 -0.490 -1.989
C 0.393 3.996 -0.756
C 1.287 -4.850 -0.911
C -2.417 -0.829 2.240
C -0.478 -0.086 -3.008
C 4.504 -2.848 1.369
C 1.887 -2.935 -2.259
C -2.905 0.360 1.574
C -3.380 -1.892 1.905
C 3.583 -1.764 1.348
C 2.000 -3.677 -1.096
H -3.019 -0.865 -2.928
H -1.088 4.293 3.366
H -0.126 -6.201 -1.781
H -3.075 -3.028 -0.086
H -1.675 2.832 2.470
H -0.332 -4.913 -3.883
H -0.455 -1.178 -3.019
H 2.422 -2.000 -2.377
H 5.506 -1.279 2.910
H -3.377 0.060 -1.462
H 0.958 -2.806 -4.172
H -0.585 0.253 -4.046
H 1.374 -5.391 0.022
```

total charge: -2
LUMO level: 3.6 eV
E_HOMO: -2.24 eV
gap between HOMO and LUMO: 5.8 eV
relative energy (zero: lowest compared OMol25 entry of this formula, charge and spin): 33.3 kJ/mol